Version i
18
Properties=species:S:1:pos:R:3 method="wB97M-V/def2-TZVPD" homo_lumo_gap_ev=11.915 charge=+1 homo_energy_ev=-15.2 smiles=[SiH3][C@@H]1CCC[NH2+]1
C 1.65 -0.70 0.26
C 0.27 -1.31 -0.18
C 1.57 0.77 -0.10
C -0.58 -0.07 -0.54
N 0.15 1.06 0.12
Si -2.39 0.04 0.09
H 1.92 -0.69 1.31
H 2.57 -1.05 -0.28
H 0.33 -2.04 -1.05
H -0.19 -1.75 0.68
H 2.09 1.53 0.43
H 1.85 0.83 -1.16
H -0.49 0.00 -1.65
H 0.22 0.90 1.08
H -0.04 2.03 -0.16
H -3.08 -1.18 -0.33
H -2.59 1.54 -0.35
H -2.18 0.21 1.47

***

Version ii
18
Properties=species:S:1:pos:R:3 method="wB97M-V/def2-TZVPD" homo_lumo_gap_ev=11.787 charge=+1 homo_energy_ev=-15.2 smiles=[SiH3][C@@H]1CCC[NH2+]1
C 0.82 -0.19 -1.45
C -0.65 -0.19 -1.09
C 1.20 1.06 -0.64
C -0.77 0.18 0.38
N 0.54 0.99 0.66
Si -1.10 -1.26 1.66
H 1.29 -1.05 -1.11
H 1.07 -0.18 -2.57
H -1.21 0.61 -1.76
H -1.24 -1.14 -1.19
H 2.35 1.33 -0.58
H 0.61 1.79 -1.08
H -1.46 1.08 0.44
H 1.15 0.36 1.22
H 0.60 1.92 1.22
H -2.04 -2.20 1.16
H -1.61 -0.49 2.82
H 0.24 -1.93 1.61

***

Which one sits at the top of the stability order? version i does.

***

Version i
12
Properties=species:S:1:pos:R:3 method="wB97M-V/def2-TZVPD" homo_lumo_gap_ev=9.172 charge=+1 homo_energy_ev=-16.1 smiles="C[N+]1=NN=CC1"
C 0.74 1.70 0.21
C -0.06 0.71 0.79
C -0.60 -1.64 -0.29
N 0.66 0.10 -1.27
N 1.16 1.23 -1.17
N -0.03 -0.34 -0.30
H 0.98 2.68 0.37
H 0.31 0.17 1.62
H -0.94 1.36 0.92
H -1.70 -1.65 -0.23
H -0.25 -2.02 -1.24
H -0.28 -2.30 0.57

***

Version ii
12
Properties=species:S:1:pos:R:3 method="wB97M-V/def2-TZVPD" homo_lumo_gap_ev="8.862 / 8.863" charge=+1 homo_energy_ev="-15.0 / -15.0"
C -1.49 0.23 0.91
C -0.97 0.91 1.91
C 0.54 -0.75 -1.73
N -1.11 -0.32 -0.19
N 0.89 0.15 0.57
N 0.27 -0.26 -0.38
H -1.15 1.95 2.09
H -0.62 0.08 2.63
H -0.39 -1.17 -2.13
H 0.63 0.20 -2.47
H 1.52 -1.27 -1.72
H 1.88 0.25 0.51

***

Version iii
12
Properties=species:S:1:pos:R:3 method="wB97M-V/def2-TZVPD" homo_lumo_gap_ev=11.055 charge=+1 homo_energy_ev=-14.8
C 2.27 -0.52 -0.22
C -1.51 -0.40 -0.42
C 0.92 -0.24 0.13
N 2.03 0.63 0.31
N -0.20 0.09 -0.66
N -1.09 0.94 -0.01
H 3.26 -1.01 -0.38
H -2.20 -0.49 -1.23
H -1.65 -1.16 0.49
H 0.27 -0.63 1.59
H -1.23 1.83 -0.61
H -0.87 0.96 1.02

***

Version iv
12
Properties=species:S:1:pos:R:3 method="wB97M-V/def2-TZVPD" homo_lumo_gap_ev=8.176 charge=+1 homo_energy_ev=-13.0
C -2.98 0.10 -0.54
C 1.66 -0.58 -0.38
C 1.18 0.57 0.18
N 1.38 1.70 0.50
N -1.01 -0.48 0.79
N -2.08 -0.19 0.15
H -3.54 0.50 -1.31
H 0.95 -0.76 -1.24
H 2.71 -0.48 -0.73
H 1.84 -1.39 0.35
H -1.17 -1.43 1.08
H 1.06 2.44 1.14

***

Which one sits at the top of the stability order? version i does.